[1]
ORCA calculation (ωB97M-V/def2-TZVPD) on a molecular structure, C24H26FN3ReSeSi.

CARTESIAN COORDINATES (ANGSTROEM)
H 6.912 -3.938 2.791
C -0.653 1.611 -3.925
Re 0.144 0.576 -0.395
C 4.225 -1.243 2.512
C -1.830 3.677 -3.470
Si -0.658 -1.777 -2.810
C 1.077 -2.421 -2.775
H 1.098 -3.394 -3.273
H -0.623 -1.202 -5.236
C 3.390 -0.161 0.771
H -1.664 -2.553 -4.835
H 3.197 1.015 3.741
H -2.213 4.623 -3.829
C -1.139 2.831 -4.341
C 0.284 -0.866 0.587
F -1.718 1.657 -0.423
C 5.508 -2.694 3.842
C -0.862 1.194 -2.599
H -2.239 -0.927 -4.538
H 1.450 -2.567 -1.761
H 2.123 -2.821 0.492
H 0.384 -5.111 3.656
C -1.552 2.102 -1.774
N -0.454 -0.041 -2.032
Se 2.495 1.066 -0.382
H -1.471 -1.445 2.474
H 1.829 -0.110 3.554
C -1.842 -2.580 -1.641
N 4.305 -1.019 0.307
H 5.799 -3.092 4.804
C 0.370 -4.233 3.023
H 2.154 -4.805 1.964
C -0.651 -3.297 3.175
C 0.328 -2.004 1.396
H -0.117 0.967 -4.607
H 1.760 -1.766 -3.322
C -1.349 -1.557 -4.505
H -1.469 -2.661 -0.619
H 4.574 -1.102 -0.664
C 4.857 -1.726 1.370
H 6.344 -3.077 0.541
H -2.570 3.958 -1.443
H -2.805 -2.065 -1.628
C 2.529 0.537 3.027
N 3.324 -0.261 2.096
C 4.536 -1.718 3.784
H -1.421 -3.449 3.919
H -2.032 -3.597 -1.997
C 1.360 -2.958 1.247
H 4.061 -1.339 4.678
H 1.991 1.307 2.483
C 1.374 -4.063 2.066
C 5.840 -2.712 1.426
C -2.041 3.324 -2.143
C 6.148 -3.181 2.684
C -0.681 -2.179 2.370
H -0.985 3.140 -5.366

Output
* multiplicity: 1
* total charge: +3
* Kohn-Sham gap: 6.01 eV

***

[2]
ORCA calculation (ωB97M-V/def2-TZVPD) on a molecular structure, C24H26GeN6PRhS.

CARTESIAN COORDINATES (ANGSTROEM)
C -1.937 -3.178 -0.254
H -3.901 3.630 -0.614
H 1.435 -2.488 1.600
H -4.394 3.627 1.084
C 1.163 -0.119 4.641
Rh -0.003 -0.707 -0.239
H 0.467 -1.848 5.711
H 0.647 -3.353 3.766
C -2.374 1.175 -0.007
H 1.104 0.533 5.503
H 4.449 2.422 0.285
H -5.686 -1.455 -1.066
H -5.600 -3.134 -1.610
N -2.893 2.253 0.624
C -2.652 1.571 -4.517
C 5.148 -0.885 0.694
C 6.404 1.546 0.178
C 1.619 0.379 3.433
C 5.027 1.508 0.349
H 8.221 0.412 0.129
C -4.097 2.999 0.250
H -2.490 1.394 -5.576
C -0.262 0.864 -4.199
H -2.689 2.645 -4.342
C -3.199 -3.474 -0.671
H 6.895 2.487 -0.030
C 7.147 0.377 0.260
C -2.054 2.574 1.653
C 1.708 -0.463 2.319
C 0.461 0.318 -3.183
N -1.248 0.810 0.585
H 0.034 1.161 -5.190
H -2.244 3.397 2.321
C -2.841 -1.323 -0.959
H -4.909 2.316 0.018
H 1.962 1.559 0.166
C -5.111 -2.166 -1.654
Ge 2.472 0.186 0.650
C 0.805 -1.461 4.758
H 4.666 -1.833 0.904
C 6.523 -0.839 0.511
H -3.598 1.128 -4.224
N -1.735 -1.841 -0.438
N -3.756 -2.304 -1.112
C 4.405 0.291 0.608
H -5.078 -1.837 -2.690
H -0.187 1.581 2.281
S 1.995 -1.474 -0.847
N -1.554 0.971 -3.757
N -0.385 0.105 -2.129
C -1.035 1.668 1.627
C -1.604 0.506 -2.491
H 1.932 1.416 3.368
H 7.103 -1.751 0.554
P -3.103 0.398 -1.464
H -1.187 -3.829 0.159
C 1.341 -1.809 2.438
H 1.508 0.077 -3.146
H -3.733 -4.409 -0.684
C 0.895 -2.304 3.665

Output
* multiplicity: 1
* ΔE to the lowest compared entry with this formula, charge and spin: 0.810 eV
* total charge: +2
* Kohn-Sham gap (spin up / spin down): 6.07 / 6.08 eV

***

[3]
ORCA calculation (ωB97M-V/def2-TZVPD) on C24H26N2O5S2 in the gas phase.

CARTESIAN COORDINATES (ANGSTROEM)
C 0.783 -1.289 -2.072
C 2.575 -2.891 -1.298
H 5.501 2.075 1.483
H 1.535 -0.750 -2.626
S 4.159 3.780 -0.195
C -0.533 -0.861 -2.091
N 3.514 1.579 1.146
H -1.952 -0.936 2.183
H 2.588 -3.956 -1.542
H -1.887 4.241 -1.008
N 4.343 -1.747 0.065
O -5.303 1.031 0.006
C 4.897 1.183 1.302
C 2.513 0.703 1.527
H -1.890 -3.185 -0.061
H 3.631 -3.629 0.457
C -4.303 -1.805 2.516
H -0.903 2.307 -0.368
C 3.230 -2.685 0.084
H 2.477 -2.325 0.796
C -5.902 2.001 -0.823
C -3.578 -0.001 1.153
O -4.603 -0.762 1.623
C 0.091 0.454 1.329
S 1.411 2.635 0.133
C -2.403 3.647 -1.769
C -1.270 0.676 0.955
H -5.723 3.013 -0.456
H 6.304 -0.085 0.244
C 5.377 0.447 0.037
C 1.212 1.159 1.049
H 5.543 1.177 -0.757
C 0.176 -3.071 -0.599
H -2.951 4.312 -2.436
C -1.500 -1.541 -1.374
C -2.983 1.847 -0.307
C 3.146 2.641 0.384
H 3.159 -2.366 -2.051
O 3.341 -0.077 -1.095
H -3.856 -1.429 3.442
H 4.929 0.521 2.171
O 2.725 -0.296 2.185
H -5.553 1.924 -1.854
O -3.380 2.807 -1.201
C 1.152 -2.401 -1.329
C -3.972 1.011 0.243
H -6.969 1.782 -0.783
C -2.253 -0.163 1.496
H -2.529 -1.212 -1.397
C -1.659 1.674 0.061
H -5.257 -2.278 2.744
H -3.633 -2.543 2.064
C -1.140 -2.646 -0.623
H -1.668 3.080 -2.347
H 0.274 -0.421 1.945
C 4.252 -0.486 -0.404
H -0.806 0.006 -2.675
H 0.450 -3.939 -0.015
H 5.071 -1.936 0.735

Output
* multiplicity: 1
* ΔE to the lowest compared entry with this formula, charge and spin: 0.409 eV
* SMILES string: COc1cc(/C=C2\SC(=S)N(CCC(=O)NCCc3ccccc3)C2=O)cc(OC)c1OC
* Kohn-Sham gap: 7.02 eV

***

[4]
ORCA calculation (ωB97M-V/def2-TZVPD) on C24H26N2O8S in the gas phase.

CARTESIAN COORDINATES (ANGSTROEM)
C 5.723 0.657 -1.463
H 6.813 0.683 -1.318
C 2.867 -1.957 -1.340
H 5.511 0.127 -2.397
O 0.673 1.233 1.088
H 5.471 0.296 0.673
H 5.119 2.652 0.315
C 2.644 -4.074 -0.210
O -5.125 3.294 0.021
C -1.027 0.301 -1.185
H 3.111 -0.017 -2.245
C 0.294 -0.242 -1.542
O 0.254 -1.074 -2.594
H -7.237 0.534 1.091
H 2.203 -4.254 1.647
H -4.811 2.798 2.633
C -3.523 1.271 -0.545
H -7.103 2.012 2.084
O -6.130 1.259 -0.935
H -6.308 -0.821 2.950
H 3.458 -4.521 -3.459
H -0.366 2.337 -1.031
N -5.297 1.141 1.432
C -6.677 0.192 3.170
H -4.234 -0.720 -0.742
C -6.671 1.020 1.885
C 5.579 2.878 -0.651
C 2.952 -4.734 -1.400
C 3.036 0.771 0.733
H 5.349 -1.160 -0.352
O 2.395 -4.820 0.889
C -1.204 1.663 -0.952
C -2.119 -0.565 -1.127
C 1.435 0.060 -0.875
H 1.117 -1.489 -2.757
C -4.467 1.773 2.437
H -3.441 1.805 2.067
H -2.631 3.195 -0.442
H 3.400 -2.059 -3.417
H 2.361 -2.164 0.730
O 5.208 1.947 -1.648
H 5.225 3.846 -0.999
C 3.176 -2.620 -2.520
S -5.148 1.863 -0.084
H 6.669 2.908 -0.535
C -3.370 -0.078 -0.798
C 2.806 -0.444 -1.278
H -1.973 -1.615 -1.331
H -4.104 -0.053 3.524
C -4.545 0.937 3.718
H -7.683 0.134 3.587
O 3.576 1.296 1.682
N 3.665 0.065 -0.233
H 2.982 -5.811 -1.399
C 5.093 -0.098 -0.274
C 2.600 -2.686 -0.188
H -4.004 1.425 4.529
C 1.548 0.769 0.392
C -2.458 2.147 -0.628
C 3.215 -4.007 -2.542
O -5.873 0.791 4.159

Output
* multiplicity: 1
* ΔE to the lowest compared entry with this formula, charge and spin: 0.000 eV
* SMILES string: COCCN1C(=O)C(=O)/C(=C(/O)c2ccc(S(=O)(=O)N3CCOCC3)cc2)[C@@H]1c1cccc(O)c1
* Kohn-Sham gap: 8.57 eV